Density functional theory data (the ωB97M-V functional and the def2-TZVPD basis) for an isolated molecule of CH4N2.

Structure (XYZ):
```
7
Properties=species:S:1:pos:R:3:mulliken_charge:R:1
C -0.73395 -0.14950 0.01325 -0.301
N 0.93085 -0.42725 -0.01731 -0.391
N 0.32575 0.85453 0.08873 -0.337
H -0.87437 -0.35932 -1.07731 0.251
H -1.17724 -0.65792 0.87074 0.303
H 1.13148 -0.75047 0.86893 0.212
H 0.39749 1.48992 -0.74704 0.264
```

Computed properties:
Gap between HOMO and LUMO, Ha: 0.3827
Energy relative to the best compared isomer or geometry (same formula, charge and spin), eV: 4.165
HOMO energy, hartree: -0.3375
SMILES: C1NN1
Charge: 0